Record 1
A gas-phase ion, C2H6BrN3 (charge +2) at a distorted geometry. Source: the OMol25 dataset; level of theory: wB97M-V/def2-TZVPD.

Element x y z (Å)
N -1.688 -1.893 -0.022
C -1.434 -0.626 0.036
Br -3.025 0.448 -0.027
N -0.123 -0.079 -0.016
C 0.173 1.214 0.132
N 1.333 1.713 -0.071
H -1.092 -2.701 -0.355
H -2.653 -2.279 0.237
H 0.494 -0.788 -0.365
H -0.624 1.823 0.261
H 1.626 2.666 -0.150
H 2.232 1.132 -0.070

Values from the calculation:
E_HOMO	-20.2	eV
largest force on an atom	3.76	eV/A
structure (SMILES)	N/C(Br)=[NH+]/C=[NH2+]
charge	+2
LUMO level	-10.12	eV
total energy	-76665.24207	eV



Record 2
2 unconnected molecules or ions with the total composition C2H2NO3 at a distorted geometry. Source: the OMol25 dataset; level of theory: wB97M-V/def2-TZVPD.

Element x y z (Å)
C -1.441 0.550 -0.168
C 0.267 -0.022 -0.221
N 0.838 -0.759 0.873
O -1.484 1.717 0.083
O -2.045 -0.464 -0.308
O 0.608 -1.335 -0.415
H 1.374 1.114 -0.795
H 1.882 -0.801 0.952

Values from the calculation:
E_HOMO	-3.7	eV
largest force on an atom	4.05	eV/A
charge	-1
LUMO level	4.39	eV
total energy	-9735.23605	eV



Record 3
2 unconnected molecules or ions with the total composition C4H12N4O at a distorted geometry. Source: the OMol25 dataset; level of theory: wB97M-V/def2-TZVPD.

Element x y z (Å)
N 0.439 1.426 -1.268
N -0.604 0.510 -1.484
C -1.912 0.774 -0.909
N -1.978 1.857 -0.098
O -2.839 0.040 -1.177
H 1.198 0.989 -0.734
H 0.841 1.767 -2.138
H -0.601 -0.264 -2.138
H -1.109 2.302 0.148
H -2.809 1.995 0.450
C -0.987 -1.294 1.178
C 0.180 -1.415 0.553
C 1.468 -0.878 1.183
N 2.359 -0.349 0.147
H -1.093 -0.668 2.049
H -1.894 -1.727 0.794
H 0.346 -2.190 -0.185
H 1.235 -0.065 1.875
H 1.942 -1.710 1.730
H 2.583 -1.078 -0.523
H 3.234 -0.023 0.546

Values from the calculation:
E_HOMO	-8.7	eV
largest force on an atom	2.73	eV/A
structure (SMILES)	NNC(N)=O.C=CCN
LUMO level	0.87	eV
total energy	-12349.58162	eV



Record 4
2 unconnected molecules or ions with the total composition C4H6N2O at a distorted geometry. Source: the OMol25 dataset; level of theory: wB97M-V/def2-TZVPD.

Element x y z (Å)
C 0.166 -0.112 -1.482
C 2.124 -1.932 0.144
C -1.404 0.486 0.798
C 0.094 0.955 0.742
N 0.265 -0.252 -2.693
N 0.581 0.241 -0.395
O 2.356 -1.877 1.272
H 0.019 -1.153 -3.060
H -1.436 -0.533 0.422
H -1.787 0.497 1.868
H -2.011 1.098 0.233
H 0.342 2.043 0.582
H 0.689 0.539 1.568

Values from the calculation:
E_HOMO	-9.4	eV
largest force on an atom	3.84	eV/A
LUMO level	0.92	eV
total energy	-9271.05227	eV



Record 5
3 unconnected molecules or ions with the total composition C4H14N2O3 at a distorted geometry. Source: the OMol25 dataset; level of theory: wB97M-V/def2-TZVPD.

Element x y z (Å)
C -1.316 -0.145 1.915
N -0.290 0.661 1.264
C -0.496 1.061 -0.020
O -1.561 0.844 -0.593
C 1.076 0.487 1.823
C 2.003 -0.271 0.914
N 2.456 0.537 -0.193
H -1.962 -0.680 1.197
H -2.095 0.595 2.214
H -1.026 -0.691 2.833
H 0.288 1.680 -0.457
H 1.527 1.464 2.035
H 0.956 -0.001 2.800
H 2.862 -0.644 1.559
H 1.608 -1.217 0.550
H 3.139 1.276 -0.052
H 2.675 -0.010 -1.024
O -1.506 -0.556 -3.155
H -1.278 0.245 -3.639
H -2.048 -0.179 -2.435
O -0.217 -2.016 -0.985
H -0.911 -1.419 -0.679
H -0.252 -1.880 -1.963

Values from the calculation:
E_HOMO	-9.1	eV
largest force on an atom	2.75	eV/A
structure (SMILES)	CN(C=O)CCN.O.O
LUMO level	0.82	eV
total energy	-13497.53753	eV



Record 6
A molecular structure, C3H4N4O at a distorted geometry. Source: the OMol25 dataset; level of theory: wB97M-V/def2-TZVPD.

Element x y z (Å)
C 1.915 -0.421 -0.159
C 0.568 -0.058 0.340
C -1.608 -0.146 0.017
H 3.853 -0.616 0.114
H 2.010 -1.553 -0.526
H -0.593 -1.642 1.156
H -3.070 -1.284 0.006
N -0.534 -0.977 0.015
N -2.881 -0.429 -0.204
N -1.175 1.283 -0.144
N -0.004 1.273 0.199
O 3.088 0.100 -0.124

Values from the calculation:
E_HOMO	-8.6	eV
largest force on an atom	9.28	eV/A
LUMO level	-0.48	eV
total energy	-11177.74120	eV



Record 7
C5H12N2 in the gas phase at a distorted geometry. Source: the OMol25 dataset; level of theory: wB97M-V/def2-TZVPD.

Element x y z (Å)
C 1.149 1.457 1.281
C 0.211 1.016 0.223
C -1.135 1.641 0.540
N 0.101 -0.473 0.249
C 1.118 -1.069 -0.730
N -0.224 -1.009 -1.171
C -1.044 -2.179 -1.134
H 0.859 1.069 2.159
H 2.084 0.888 1.071
H 1.154 2.563 1.239
H 0.700 1.249 -0.776
H -1.161 2.651 0.391
H -1.605 1.373 1.561
H -1.827 1.026 0.010
H 1.436 -2.066 -0.213
H 1.782 -0.565 -1.235
H -0.488 -3.049 -0.579
H -2.026 -1.980 -0.734
H -1.084 -2.542 -2.149

Values from the calculation:
E_HOMO	-9.3	eV
largest force on an atom	8.58	eV/A
structure (SMILES)	CC(C)N1CN1C
LUMO level	1.18	eV
total energy	-8356.19460	eV



Record 8
A molecular structure, C4H9NO. Source: the OMol25 dataset; level of theory: wB97M-V/def2-TZVPD.

Element x y z (Å)
C -1.277 -0.803 0.332
N -0.371 0.334 0.328
C -0.990 1.502 -0.270
C 0.905 0.021 -0.225
C 1.918 -0.611 0.536
O 2.693 -1.273 -0.239
H -1.581 -1.109 -0.686
H -2.176 -0.551 0.906
H -0.797 -1.660 0.813
H -1.912 1.744 0.268
H -0.318 2.363 -0.192
H -1.245 1.352 -1.336
H 1.337 0.796 -0.870
H 1.749 -0.948 -1.047
H 2.074 -0.639 1.616

Values from the calculation:
E_HOMO	-7.8	eV
largest force on an atom	0.39	eV/A
LUMO level	0.68	eV
total energy	-7827.73018	eV



- Number 6 is which compound?
  C3H4N4O



- Look up the total energy of the fourth one.
  -9271.05227 eV



Copy entry 8 word for word.
A molecular structure, C4H9NO. Source: the OMol25 dataset; level of theory: wB97M-V/def2-TZVPD.

Element x y z (Å)
C -1.277 -0.803 0.332
N -0.371 0.334 0.328
C -0.990 1.502 -0.270
C 0.905 0.021 -0.225
C 1.918 -0.611 0.536
O 2.693 -1.273 -0.239
H -1.581 -1.109 -0.686
H -2.176 -0.551 0.906
H -0.797 -1.660 0.813
H -1.912 1.744 0.268
H -0.318 2.363 -0.192
H -1.245 1.352 -1.336
H 1.337 0.796 -0.870
H 1.749 -0.948 -1.047
H 2.074 -0.639 1.616

Values from the calculation:
E_HOMO	-7.8	eV
largest force on an atom	0.39	eV/A
LUMO level	0.68	eV
total energy	-7827.73018	eV



Copy entry 6 word for word.
A molecular structure, C3H4N4O at a distorted geometry. Source: the OMol25 dataset; level of theory: wB97M-V/def2-TZVPD.

Element x y z (Å)
C 1.915 -0.421 -0.159
C 0.568 -0.058 0.340
C -1.608 -0.146 0.017
H 3.853 -0.616 0.114
H 2.010 -1.553 -0.526
H -0.593 -1.642 1.156
H -3.070 -1.284 0.006
N -0.534 -0.977 0.015
N -2.881 -0.429 -0.204
N -1.175 1.283 -0.144
N -0.004 1.273 0.199
O 3.088 0.100 -0.124

Values from the calculation:
E_HOMO	-8.6	eV
largest force on an atom	9.28	eV/A
LUMO level	-0.48	eV
total energy	-11177.74120	eV